Entry 1:
Molecular formula: C22H30Cl2IrN2O2SeSi2
Method: DFT, ωB97M-V with the def2-TZVPD basis set

Results
<S²>: 0.78
HOMO level (alpha / beta): -14.032 / -14.019 eV
frontier orbital gap (alpha / beta): 6.97 / 5.00 eV
energy above the lowest of the compared OMol25 structures with the same formula, charge and spin: 0.000 eV
molar mass: 752.75 g/mol
E_tot: -5120.9459 hartree
2S+1: 2
net charge: +2

Last column: natural (NBO) charge in e.
Cartesian coordinates (Å):
1 Ir -0.159 0.510 0.601  0.777
2 Cl 5.117 5.345 -0.872  0.181
3 C 4.088 4.211 -0.147  0.006
4 C 4.024 4.108 1.244  -0.218
5 C 3.188 3.187 1.825  -0.030
6 Cl 3.098 3.036 3.506  0.181
7 C 2.339 2.314 1.020  0.441
8 O 1.593 1.491 1.582  -0.543
9 C 2.440 2.453 -0.423  -0.259
10 C 1.715 1.639 -1.359  0.450
11 O 0.802 0.827 -1.161  -0.514
12 C 3.310 3.373 -0.968  -0.085
13 H 4.634 4.752 1.863  0.279
14 H 2.023 1.750 -2.405  0.189
15 H 3.408 3.473 -2.043  0.255
16 C -0.921 -3.259 -1.451  -0.423
17 N 0.447 -2.846 -1.731  -0.311
18 C 1.278 -2.202 -0.911  0.277
19 Se 0.981 -1.603 0.870  0.136
20 N 2.479 -2.126 -1.503  -0.517
21 C 2.437 -2.733 -2.750  0.167
22 C 3.400 -2.935 -3.732  -0.235
23 C 2.985 -3.603 -4.866  -0.169
24 C 1.665 -4.057 -5.017  -0.174
25 C 0.711 -3.861 -4.040  -0.204
26 C 1.130 -3.185 -2.899  0.087
27 H -1.175 -2.961 -0.439  0.251
28 H -0.988 -4.341 -1.542  0.240
29 H -1.598 -2.789 -2.162  0.227
30 H 3.288 -1.734 -1.045  0.446
31 H 4.421 -2.598 -3.614  0.241
32 H 3.695 -3.790 -5.659  0.245
33 H 1.394 -4.580 -5.924  0.246
34 H -0.302 -4.219 -4.158  0.243
35 C -1.484 0.357 2.613  -1.117
36 Si -2.741 -0.556 1.469  1.684
37 C -4.481 -0.022 1.869  -1.132
38 C -2.604 -2.399 1.758  -1.136
39 C -2.010 -0.007 -0.172  -1.311
40 Si -2.457 1.686 -0.874  1.638
41 C -4.260 2.160 -0.837  -1.119
42 C -1.502 2.880 0.275  -1.111
43 C -1.880 1.819 -2.651  -1.119
44 H -1.500 -0.193 3.559  0.311
45 H -1.745 1.396 2.807  0.262
46 H -0.355 0.322 2.494  0.255
47 H -4.850 -0.546 2.752  0.264
48 H -5.129 -0.289 1.031  0.259
49 H -4.594 1.048 2.047  0.248
50 H -3.062 -2.669 2.711  0.264
51 H -1.582 -2.777 1.762  0.243
52 H -3.163 -2.933 0.983  0.249
53 H -2.077 -0.746 -0.973  0.245
54 H -4.652 2.315 0.168  0.248
55 H -4.873 1.397 -1.322  0.257
56 H -4.399 3.089 -1.395  0.260
57 H -2.054 3.048 1.200  0.261
58 H -1.416 3.839 -0.243  0.281
59 H -0.455 2.661 0.580  0.196
60 H -2.555 1.227 -3.275  0.257
61 H -0.872 1.448 -2.832  0.228
62 H -1.943 2.848 -3.013  0.253



Entry 2:
Molecular formula: C31H35BrIrN13O3S2
Method: DFT, ωB97M-V with the def2-TZVPD basis set

Results
<S²>: 0.76
HOMO level (alpha / beta): -14.840 / -14.759 eV
frontier orbital gap (alpha / beta): 5.72 / 4.40 eV
energy above the lowest of the compared OMol25 structures with the same formula, charge and spin: 0.584 eV
molar mass: 973.96 g/mol
E_tot: -5613.7980 hartree
2S+1: 2
net charge: +3

Last column: Mulliken charge in e.
Cartesian coordinates (Å):
1 Ir -0.043 -0.010 0.029  1.988
2 N -1.087 3.224 1.463  -0.088
3 C -1.917 2.797 0.509  -0.174
4 N -2.774 3.662 0.000  -0.786
5 C -3.659 3.180 -0.876  0.192
6 N -4.505 4.014 -1.453  -0.305
7 N -3.765 1.861 -1.199  -0.748
8 C -2.835 1.106 -0.698  -0.168
9 N -1.822 1.485 0.107  0.222
10 C -2.867 -0.338 -0.976  0.790
11 C -3.979 -0.933 -1.526  -0.751
12 C -4.016 -2.317 -1.649  -0.849
13 C -2.922 -3.035 -1.210  -1.048
14 C -1.820 -2.369 -0.701  0.257
15 N -1.775 -1.033 -0.579  0.769
16 H -1.238 4.161 1.804  0.284
17 H -0.670 2.515 2.051  0.121
18 H -4.489 4.993 -1.215  0.275
19 H -5.213 3.663 -2.077  0.262
20 H -4.802 -0.300 -1.825  0.621
21 H -4.883 -2.812 -2.064  0.489
22 H -2.892 -4.115 -1.259  0.589
23 H -0.954 -2.920 -0.381  0.459
24 N -0.034 -3.839 7.340  -0.457
25 C 0.216 -3.605 6.042  1.067
26 C -0.842 -3.554 5.103  -0.894
27 C -0.581 -3.358 3.773  -0.434
28 C 0.740 -3.178 3.335  -0.436
29 C 1.798 -3.215 4.254  -0.271
30 C 1.539 -3.418 5.584  -0.928
31 S 1.054 -3.053 1.658  1.577
32 O 2.432 -3.286 1.354  -0.741
33 O 0.041 -3.738 0.915  -0.919
34 N 0.813 -1.359 1.268  0.278
35 C 1.901 -0.557 1.563  -0.181
36 N 1.835 0.542 0.786  0.531
37 C 2.777 1.485 0.958  -0.690
38 C 3.799 1.292 1.853  -1.057
39 C 3.772 0.117 2.608  -0.734
40 N 2.820 -0.794 2.482  -0.122
41 H -0.966 -4.023 7.668  0.207
42 H 0.715 -3.927 8.005  0.208
43 H -1.859 -3.717 5.438  0.408
44 H -1.393 -3.382 3.058  0.527
45 H 2.814 -3.104 3.906  0.516
46 H 2.357 -3.470 6.291  0.385
47 H 2.736 2.370 0.340  0.507
48 H 4.580 2.028 1.973  0.561
49 H 4.535 -0.080 3.354  0.560
50 C -0.247 0.382 4.947  -0.275
51 C -1.721 0.260 4.567  -0.830
52 C -1.638 0.013 3.075  0.027
53 O -0.474 0.761 2.614  0.211
54 C 0.319 1.164 3.777  -0.095
55 H 0.221 -0.604 5.004  -0.152
56 H -0.092 0.899 5.892  0.503
57 H -2.251 1.190 4.776  0.336
58 H -2.230 -0.550 5.085  0.478
59 H -2.503 0.362 2.513  0.282
60 H -1.457 -1.040 2.852  -0.375
61 H 0.204 2.244 3.918  0.483
62 H 1.365 0.949 3.582  -0.094
63 Br 0.564 5.123 -4.510  -0.023
64 C 0.408 3.732 -3.292  -0.106
65 C 0.782 3.903 -1.964  -1.301
66 C 0.654 2.841 -1.094  -0.461
67 N 0.209 1.633 -1.472  0.749
68 C -0.185 1.487 -2.752  -0.269
69 C -0.102 2.498 -3.683  -0.896
70 H 1.148 4.854 -1.604  0.550
71 H 0.875 2.972 -0.047  0.746
72 H -0.577 0.522 -3.036  0.440
73 H -0.440 2.328 -4.696  0.532
74 C 2.833 -3.769 -1.977  -0.765
75 N 3.281 -2.364 -1.935  0.198
76 C 4.593 -1.988 -2.098  -0.320
77 C 4.645 -0.635 -2.030  -0.622
78 N 3.353 -0.215 -1.840  0.260
79 C 2.528 -1.272 -1.752  0.185
80 S 0.786 -1.260 -1.710  -0.430
81 H 2.833 -4.170 -0.970  0.275
82 H 3.527 -4.311 -2.612  0.399
83 H 1.836 -3.816 -2.404  0.312
84 H 5.372 -2.709 -2.273  0.529
85 H 5.474 0.043 -2.128  0.499
86 H 3.038 0.741 -1.799  0.148



- Which of these has the lowest E_tot?
  C31H35BrIrN13O3S2